DFT (ωB97M-V/def2-TZVPD) results for a molecular structure, C39H46N10S2Y.

```
98
Properties=species:S:1:pos:R:3:forces:R:3:mulliken_charge:R:1
Y 0.0668 -0.3526 0.2333 -0.1511 -0.0831 0.1003 -0.3665
C 0.6563 0.4988 3.6355 -0.0594 0.0074 -0.0210 -1.8093
N 1.4623 0.2232 2.4318 0.1668 0.0197 0.0720 2.8361
C 2.3229 -0.9324 2.8472 -0.0397 -0.0387 -0.0339 -1.8514
C 2.8240 -1.8290 1.7469 -0.0122 0.0309 0.0030 -1.3417
N 1.7180 -2.4337 0.9723 0.0400 -0.0260 0.0600 2.2515
C 0.9966 -3.4149 1.8104 -0.0154 0.0216 -0.0252 -1.2694
C 2.2732 -3.1518 -0.1789 -0.0450 0.0271 -0.0721 -0.9100
C 3.3560 -4.0082 -0.0009 0.0187 -0.0110 0.0283 -0.6003
C 3.8867 -4.7255 -1.0583 -0.0032 0.0018 -0.0092 -1.0005
C 3.3212 -4.5952 -2.3185 -0.0133 0.0081 -0.0139 -0.7009
C 2.2366 -3.7582 -2.5004 0.0286 -0.0082 0.0313 -1.0487
C 1.6922 -3.0240 -1.4412 0.0358 -0.0312 0.0246 1.6282
S 0.2822 -2.0277 -1.7726 0.0368 -0.0052 -0.1202 -0.5851
C 2.3153 1.3710 2.0636 -0.0095 0.0449 -0.1052 -0.7154
C 2.6445 2.3262 3.0232 -0.0158 -0.0126 0.0722 -0.7143
C 3.4706 3.3990 2.7299 0.0235 0.0144 -0.0110 -1.0400
C 3.9887 3.5254 1.4504 -0.0146 -0.0289 -0.0337 -0.8815
C 3.6617 2.5875 0.4876 -0.0039 0.0309 0.0924 -0.8255
C 2.8220 1.4978 0.7561 0.0359 0.0478 0.0074 1.3433
S 2.5052 0.3777 -0.5642 0.0239 -0.1173 -0.0097 -0.5333
H 1.2742 0.6062 4.5306 -0.0066 -0.0134 0.0158 0.7786
H 0.0058 -0.3561 3.8069 0.0110 -0.0096 0.0041 0.0361
H 0.0594 1.4019 3.5306 0.0087 -0.0161 0.0047 0.3900
H 1.7318 -1.5369 3.5368 -0.0030 0.0227 0.0179 0.7373
H 3.1719 -0.5434 3.4165 0.0251 -0.0111 0.0077 0.3094
H 3.4178 -2.6042 2.2445 0.0041 -0.0071 0.0056 0.5835
H 3.4704 -1.2968 1.0567 0.0059 0.0108 -0.0147 0.5741
H 1.6914 -4.1016 2.3068 0.0125 -0.0005 0.0029 0.4228
H 0.3307 -3.9958 1.1801 0.0047 -0.0035 0.0092 0.2104
H 0.3959 -2.9142 2.5731 0.0001 0.0007 0.0023 0.1524
H 3.8004 -4.1296 0.9783 -0.0038 0.0072 -0.0030 0.3417
H 4.7333 -5.3791 -0.8969 -0.0033 0.0004 0.0003 0.4264
H 3.7238 -5.1457 -3.1591 -0.0024 0.0044 0.0086 0.3949
H 1.7862 -3.6536 -3.4790 0.0006 0.0045 0.0021 0.5290
H 2.2670 2.2473 4.0335 0.0132 0.0051 -0.0330 0.4108
H 3.7098 4.1194 3.5006 -0.0018 -0.0043 -0.0022 0.4312
H 4.6444 4.3498 1.2003 -0.0054 -0.0060 0.0091 0.4100
H 4.0627 2.6762 -0.5139 -0.0097 -0.0113 -0.0078 0.5010
C -3.1778 0.8528 0.7341 0.0130 -0.0585 -0.0032 -1.5755
N -2.0715 0.4906 1.6399 -0.0444 0.1553 0.0075 0.0507
C -2.5342 -0.4137 2.6957 -0.0102 -0.0266 -0.0071 -1.8812
C -2.4934 -1.8052 2.1593 -0.0043 -0.0698 -0.1176 0.2999
N -1.8776 -2.1185 1.0484 0.1698 0.0233 0.0834 1.0009
C -2.1656 -3.4770 0.8436 -0.0720 0.0327 0.0058 -0.1707
C -1.8208 -4.3308 -0.2049 -0.0025 0.0060 0.0265 -0.3049
C -2.2570 -5.6377 -0.1284 0.0069 0.0074 -0.0041 -0.7900
C -3.0235 -6.0999 0.9526 -0.0004 -0.0250 -0.0115 -0.5503
C -3.3886 -5.2637 1.9867 -0.0362 0.0341 0.0618 -1.1144
C -2.9490 -3.9474 1.9015 0.0948 -0.0571 -0.1277 0.7190
N -3.1383 -2.8507 2.7281 -0.0990 0.0573 0.0779 -0.0421
C -2.9182 0.6562 -0.7247 0.0445 0.0035 -0.0626 0.1211
N -1.8337 0.2108 -1.2979 -0.1106 0.0179 -0.0766 1.2684
C -2.0933 0.2717 -2.6807 -0.0752 0.0201 -0.0109 -0.0976
C -1.2941 -0.0176 -3.7877 -0.0162 -0.0009 0.0298 -0.6118
C -1.8355 0.1805 -5.0417 0.0342 -0.0124 -0.0032 -1.0705
C -3.1401 0.6615 -5.2196 -0.0141 0.0034 -0.0107 -0.4885
C -3.9405 0.9651 -4.1388 -0.0395 0.0084 0.0137 -1.1525
C -3.3857 0.7619 -2.8811 0.1238 -0.0183 -0.0303 0.7438
N -3.8844 0.9943 -1.6119 -0.0974 0.0458 0.0565 -0.0356
H -3.4505 1.9004 0.8875 -0.0160 0.0169 -0.0014 0.5977
H -4.0603 0.2608 0.9907 -0.0059 0.0017 0.0071 0.6124
H -1.7427 1.3462 2.0696 0.0289 -0.0217 0.0090 0.2924
H -3.5525 -0.1716 3.0213 -0.0082 -0.0108 0.0220 0.6998
H -1.9008 -0.3130 3.5739 0.0276 0.0019 0.0002 0.5546
H -1.2328 -3.9623 -1.0339 0.0041 -0.0165 -0.0076 0.3285
H -2.0055 -6.3268 -0.9236 0.0053 0.0112 0.0032 0.4700
H -3.3401 -7.1342 0.9708 -0.0052 0.0085 0.0036 0.4028
H -3.9905 -5.6144 2.8149 0.0098 -0.0023 -0.0078 0.4344
H -3.7060 -2.8165 3.5575 0.0027 -0.0116 -0.0007 0.2299
H -0.2919 -0.3988 -3.6650 0.0047 0.0007 -0.0109 0.4000
H -1.2371 -0.0449 -5.9147 0.0036 -0.0010 0.0109 0.4718
H -3.5237 0.7985 -6.2217 -0.0011 0.0003 0.0037 0.4208
H -4.9461 1.3440 -4.2654 0.0066 -0.0039 0.0039 0.4434
H -4.7956 1.3534 -1.3851 0.0005 -0.0046 -0.0061 0.2409
C 1.2152 4.2144 -3.3073 0.0030 -0.0108 -0.0127 -0.6458
C 0.9342 2.7309 -3.4315 -0.0224 0.0101 0.0121 -0.7316
N 0.3831 2.1933 -2.1885 0.0294 0.0053 -0.0632 0.7828
C 0.0708 2.9082 -1.0790 0.0202 -0.0673 -0.0095 -0.6890
N -0.1300 2.2531 0.0481 -0.0260 -0.0348 0.0725 1.8173
C -0.4553 3.0842 1.1997 0.0216 0.0324 -0.0522 -1.1148
C 0.2099 4.4463 1.1631 0.0049 -0.0388 -0.0079 -0.5759
C -0.2455 5.1431 -0.0974 -0.0163 -0.0074 0.0149 -0.8469
N -0.0465 4.2546 -1.2318 -0.0181 0.0364 -0.0173 0.3544
C 0.0594 4.8473 -2.5587 0.0079 0.0021 0.0051 -0.7425
H 1.3248 4.6590 -4.2961 0.0076 -0.0001 0.0028 0.4185
H 2.1383 4.3881 -2.7498 -0.0055 -0.0072 0.0031 0.2745
H 1.8477 2.1802 -3.6603 -0.0088 -0.0120 0.0000 0.2512
H 0.2231 2.5469 -4.2415 -0.0137 0.0124 0.0004 0.3591
H 0.7489 1.2775 -1.9617 0.0500 0.0303 0.0553 -0.3710
H -0.1236 2.5711 2.1015 -0.0173 0.0144 -0.0174 -0.4573
H -1.5463 3.2414 1.2823 -0.0003 0.0006 0.0207 0.4813
H 1.2938 4.3130 1.1504 -0.0027 -0.0061 0.0125 0.0735
H -0.0556 5.0296 2.0452 0.0030 0.0340 -0.0113 0.4565
H 0.3327 6.0514 -0.2739 0.0103 0.0015 -0.0004 0.5623
H -1.2988 5.4365 -0.0161 -0.0091 0.0112 -0.0050 0.2460
H 0.2131 5.9174 -2.4296 -0.0084 0.0057 0.0082 0.4176
H -0.8741 4.7116 -3.1165 -0.0082 0.0074 -0.0033 0.2577
```
Forces are in eV/Å.

Values from the calculation:
Multiplicity: 1
HOMO level in eV: -9.209
Frontier orbital gap in eV: 7.05
Net charge: +1
Max |F| in Eh/bohr: 0.004
LUMO energy in eV: -2.16